Entry 1:
{"formula": "C2", "method": "wB97M-V/def2-TZVPD", "relative_energy_kj_mol": 452.5, "mol_weight_g_mol": 24.022, "multiplicity": 1, "e_tot_ev": -2060.04244, "orbital_gap_ev": 6.30, "species": ["C", "C"], "coordinates": [[-0.0257, -1.0677, -0.1127], [0.0257, 1.0677, 0.1127]], "lowdin_charge": [0.000, 0.000]}

=====

Entry 2:
{"formula": "C26H26BN12STeW", "method": "wB97M-V/def2-TZVPD", "total_charge": 2, "relative_energy_kj_mol": 23.5, "mol_weight_g_mol": 860.897, "multiplicity": 2, "s2": 0.92, "e_tot_ev": -65885.55512, "orbital_gap_ev": [5.64, 6.18], "species": ["H", "S", "H", "C", "N", "C", "C", "C", "C", "N", "N", "H", "C", "C", "C", "N", "N", "H", "C", "C", "C", "H", "H", "C", "H", "C", "H", "H", "H", "H", "N", "N", "N", "C", "H", "H", "C", "C", "H", "C", "H", "C", "N", "H", "C", "H", "N", "C", "H", "H", "C", "W", "C", "H", "C", "H", "H", "H", "C", "H", "H", "H", "C", "N", "C", "Te", "B", "N"], "coordinates": [[-6.5903, 1.6059, 1.0172], [-0.1867, 1.7599, -2.0516], [4.7138, 0.2022, -2.7664], [-4.5871, 0.8949, 1.2743], [2.0860, -1.4266, -1.7420], [1.7556, -5.3480, -3.6926], [3.7817, -0.1358, -2.3495], [-1.4738, 2.7560, -1.3789], [2.8000, 0.6253, -1.7427], [-0.3056, -2.1549, -1.8397], [1.6659, 1.2009, 1.2689], [4.6475, 0.5681, 2.6565], [1.4250, -5.9524, -2.4600], [-2.3344, -2.0878, -2.7149], [1.7802, -4.0109, -3.4188], [-0.8839, -1.0141, -1.4027], [-1.5450, 2.9828, -0.1010], [4.0362, 2.6200, 3.9490], [-4.1435, 3.2458, 2.6916], [1.4411, -3.1172, 2.2954], [3.7143, 1.0844, 2.4837], [-2.7599, -0.1287, -1.7324], [-4.7767, -0.0319, 0.7451], [3.2887, -1.4321, -2.3249], [2.7624, 1.6878, -1.5652], [-1.1651, -2.8215, -2.6221], [3.0550, -0.2966, 0.9722], [-3.2228, -2.3404, -3.2657], [1.8897, 3.7640, 3.4350], [1.9551, -3.1693, -4.0697], [1.7795, -0.1653, -1.3610], [1.2676, -5.0576, -1.5075], [1.5076, -3.8500, -2.0880], [2.8330, 0.5975, 1.5366], [-6.1978, 3.6981, 2.2735], [0.5174, 5.0689, 1.7093], [-2.1083, -0.9632, -1.9374], [-0.2627, 4.3449, 1.9560], [1.7571, -4.5901, 0.6239], [0.1257, 2.9966, 1.4642], [0.8135, -1.0739, 2.9085], [-3.1118, 2.3385, 2.5236], [1.1057, -2.6617, 0.1549], [1.3053, -7.0002, -2.2357], [1.4925, -3.6183, 1.0047], [-0.3633, 4.3289, 3.0435], [-2.3519, 3.3073, -2.2175], [3.3731, 2.2227, 3.1924], [1.6782, -3.6354, 3.2074], [3.7189, -2.3507, -2.6868], [1.3478, 2.3386, 1.9360], [0.1400, 0.3769, -0.0524], [-5.3921, 2.9893, 2.1385], [-3.0195, 3.9759, -1.8666], [-3.3306, 1.1702, 1.8058], [-0.8914, -3.7702, -3.0541], [-2.2832, 3.1614, -3.2092], [-1.1983, 4.6607, 1.5083], [1.0000, -1.8173, 2.1506], [-2.1444, 2.5386, 2.9658], [1.9478, -5.8265, -4.6369], [-3.9791, 4.1508, 3.2617], [2.1716, 2.8625, 2.9110], [-0.4976, 2.3489, 0.5379], [-5.6136, 1.8153, 1.4323], [-1.8637, -0.3193, 1.6011], [1.1100, -2.5911, -1.3919], [0.7938, -1.5314, 0.8496]], "mulliken_spin": [0.000, 0.008, 0.000, -0.004, -0.001, 0.000, 0.002, 0.024, 0.001, -0.020, -0.023, 0.000, 0.000, 0.002, 0.000, 0.022, 0.000, 0.000, 0.002, 0.000, -0.001, 0.008, 0.002, 0.011, 0.005, 0.008, 0.010, 0.000, 0.002, 0.000, 0.023, 0.000, 0.000, 0.020, 0.000, 0.002, -0.011, -0.003, 0.002, 0.058, -0.002, 0.005, 0.000, 0.000, 0.023, 0.003, 0.002, 0.015, 0.000, 0.001, 0.006, 1.138, -0.007, 0.000, 0.003, 0.001, 0.001, 0.000, 0.016, 0.003, 0.000, 0.000, 0.007, -0.010, 0.002, -0.362, 0.003, 0.005]}

=====

Entry 3:
{"formula": "C7H13N", "method": "wB97M-V/def2-TZVPD", "relative_energy_kj_mol": 133.0, "mol_weight_g_mol": 111.188, "multiplicity": 1, "smiles": "C/C=C/CN/C=C/C", "e_tot_ev": -8958.55483, "orbital_gap_ev": 9.04, "species": ["H", "N", "C", "H", "H", "C", "H", "C", "C", "H", "C", "C", "H", "H", "C", "H", "H", "H", "H", "H", "H"], "coordinates": [[1.7754, 0.7459, -1.2555], [0.6948, 0.0730, 1.0304], [0.9976, -0.8810, -0.0323], [0.2658, -1.5363, -2.5400], [1.2482, -0.0470, 1.8665], [-1.1214, 0.4276, 2.6016], [-3.1923, -0.0722, 2.4249], [-2.5845, 0.7035, 2.8837], [0.7696, -0.5753, -2.5225], [1.8801, -1.4400, 0.2781], [1.0138, 0.1312, -3.8073], [1.2274, -0.1866, -1.3407], [0.0949, 0.6038, -4.1662], [1.3218, -0.5194, -4.6243], [-0.6545, 0.2601, 1.3645], [-2.7874, 0.6228, 3.9506], [-2.8831, 1.6835, 2.5205], [-1.3377, 0.3472, 0.5202], [0.2158, -1.6335, -0.1426], [1.7359, 0.9368, -3.6985], [-0.4553, 0.2572, 3.4394]], "lowdin_charge": [0.107, -0.053, -0.228, 0.101, 0.112, -0.170, 0.065, -0.122, -0.177, 0.116, -0.112, -0.121, 0.073, 0.069, -0.186, 0.061, 0.066, 0.126, 0.112, 0.071, 0.089]}